Here is a 6-piece molecular cluster, C44H97BrNO5 overall at a distorted geometry from OMol25. Energies are from ωB97M-V/def2-TZVPD.

Bonds (Å) are listed after each position.
Positions of all 148 atoms, in Å:
1 C 2.12499 -3.34828 0.37163  C2 1.541, H22 1.090, H23 1.086, H24 1.085
2 C 2.20273 -1.91963 -0.20184  C1 1.541, C3 1.523, C4 1.539, H25 1.093
3 C 2.99031 -1.85144 -1.50363  C2 1.523, H26 1.096, H27 1.082, H28 1.082
4 C 0.90505 -1.09645 -0.12378  C2 1.539, C5 1.551, H29 1.084, H30 1.098
5 C -0.25959 -1.29616 -1.12800  C4 1.551, C6 1.576, C10 1.575, N13 1.461
6 C -1.17097 -0.04442 -0.83358  C5 1.576, C7 1.524, H31 1.091, H32 1.087
7 C -2.21247 0.38018 -1.86132  C6 1.524, C8 1.548, Br9 1.946, H33 1.080
8 C -3.14059 1.42333 -1.19295  C7 1.548, H34 1.083, H35 1.088, H36 1.090
9 Br -3.41307 -0.96337 -2.59609  C7 1.946
10 C 0.13907 -0.95096 -2.61190  C5 1.575, O11 1.268, O12 1.258
11 O 0.95298 0.01131 -2.75228  C10 1.268
12 O -0.41916 -1.59367 -3.53839  C10 1.258
13 N -1.03085 -2.52890 -0.99058  C5 1.461, C14 1.450, C19 1.442
14 C -1.66540 -2.79746 0.28543  N13 1.450, C15 1.540, H37 1.086, H38 1.106
15 C -2.66566 -3.96843 0.30820  C14 1.540, C16 1.517, H39 1.085, H40 1.091
16 C -3.88626 -3.82639 -0.58127  C15 1.517, C17 1.520, H41 1.094, H42 1.084
17 C -4.84962 -2.77512 -0.05456  C16 1.520, O18 1.429, H43 1.087, H44 1.086
18 O -5.34057 -3.09907 1.24831  C17 1.429, H45 0.958
19 C -0.48372 -3.76841 -1.48503  N13 1.442, O20 1.406, H46 1.090, H47 1.107
20 O 0.62657 -3.62404 -2.33498  C19 1.406, O21 1.418
21 O 0.53880 -4.63155 -3.32868  O20 1.418, H48 0.968
22 H 2.94782 -3.50716 1.06814  C1 1.090
23 H 1.21281 -3.52331 0.93385  C1 1.086
24 H 2.26770 -4.08903 -0.40871  C1 1.085
25 H 2.86238 -1.42323 0.51505  C2 1.093
26 H 4.01986 -2.14006 -1.26393  C3 1.096
27 H 2.64850 -2.53408 -2.27086  C3 1.082
28 H 3.05244 -0.83090 -1.85626  C3 1.082
29 H 1.21526 -0.05850 -0.09442  C4 1.084
30 H 0.48918 -1.27893 0.87608  C4 1.098
31 H -1.54158 -0.04517 0.19208  C6 1.091
32 H -0.45099 0.76900 -0.87591  C6 1.087
33 H -1.77143 0.89866 -2.69994  C7 1.080
34 H -4.02852 1.55787 -1.79885  C8 1.083
35 H -2.61639 2.35299 -0.98243  C8 1.088
36 H -3.46116 0.99838 -0.24143  C8 1.090
37 H -2.19300 -1.96555 0.74335  C14 1.086
38 H -0.88388 -3.10141 1.00687  C14 1.106
39 H -2.16330 -4.92258 0.19206  C15 1.085
40 H -3.04650 -3.98432 1.33049  C15 1.091
41 H -4.43884 -4.76745 -0.50463  C16 1.094
42 H -3.66034 -3.69454 -1.63284  C16 1.084
43 H -5.67441 -2.68665 -0.75741  C17 1.087
44 H -4.38003 -1.79555 -0.03458  C17 1.086
45 H -4.86854 -2.53192 1.85872  O18 0.958
46 H -1.25147 -4.33355 -2.01323  C19 1.090
47 H -0.17349 -4.42266 -0.64812  C19 1.107
48 H 0.62549 -4.11425 -4.14273  O21 0.968
49 C -4.47128 -0.14861 6.36965  C50 1.526, H55 1.091, H56 1.091, H57 1.092
50 C -3.09218 0.47866 6.18498  C49 1.526, C51 1.528, H58 1.094, H59 1.094
51 C -2.71224 0.68688 4.71996  C50 1.528, C52 1.529, H60 1.094, H61 1.095
52 C -2.61626 -0.59348 3.88945  C51 1.529, C53 1.528, H62 1.096, H63 1.095
53 C -1.62936 -1.63373 4.41657  C52 1.528, C54 1.523, H64 1.094, H65 1.094
54 C -0.18665 -1.14590 4.44332  C53 1.523, H66 1.092, H67 1.091, H68 1.093
55 H -4.52543 -1.14410 5.92718  C49 1.091
56 H -4.70814 -0.24809 7.43044  C49 1.091
57 H -5.24429 0.47202 5.91181  C49 1.092
58 H -2.34004 -0.13529 6.68826  C50 1.094
59 H -3.07903 1.45015 6.68696  C50 1.094
60 H -1.75933 1.22236 4.67499  C51 1.094
61 H -3.44840 1.34865 4.25253  C51 1.095
62 H -2.33097 -0.32036 2.86760  C52 1.096
63 H -3.60712 -1.05361 3.81087  C52 1.095
64 H -1.68578 -2.51765 3.77494  C53 1.094
65 H -1.91630 -1.96474 5.41919  C53 1.094
66 H 0.14698 -0.85427 3.44487  C54 1.092
67 H 0.47390 -1.93803 4.79976  C54 1.091
68 H -0.06104 -0.28930 5.10981  C54 1.093
69 C -2.56130 7.33334 -3.53378  C70 1.526, H75 1.091, H76 1.092, H77 1.092
70 C -2.50899 6.53389 -4.83310  C69 1.526, C71 1.528, H78 1.093, H79 1.094
71 C -3.25339 5.20179 -4.75582  C70 1.528, C72 1.529, H80 1.094, H81 1.095
72 C -2.70113 4.21710 -3.72523  C71 1.529, C73 1.524, H82 1.095, H83 1.095
73 C -1.23262 3.84528 -3.89590  C72 1.524, C74 1.525, H84 1.094, H85 1.095
74 C -0.92416 3.12532 -5.20455  C73 1.525, H86 1.091, H87 1.090, H88 1.093
75 H -2.08510 6.79804 -2.71104  C69 1.091
76 H -2.04210 8.28690 -3.64886  C69 1.092
77 H -3.59450 7.54765 -3.25111  C69 1.092
78 H -1.46693 6.36886 -5.11927  C70 1.093
79 H -2.95419 7.13420 -5.63207  C70 1.094
80 H -3.24809 4.73658 -5.74554  C71 1.094
81 H -4.30602 5.39523 -4.52253  C71 1.095
82 H -3.30248 3.30315 -3.76119  C72 1.095
83 H -2.84174 4.62882 -2.72038  C72 1.095
84 H -0.94770 3.19022 -3.06734  C73 1.094
85 H -0.60698 4.74002 -3.80951  C73 1.095
86 H -1.50375 2.20416 -5.28725  C74 1.091
87 H 0.13119 2.85801 -5.25338  C74 1.090
88 H -1.14742 3.75164 -6.07207  C74 1.093
89 C 1.84021 -7.30892 -2.69011  C90 1.524, H95 1.094, H96 1.091, H97 1.085
90 C 2.78176 -7.15042 -3.87788  C89 1.524, C91 1.528, H98 1.095, H99 1.092
91 C 2.20224 -7.68821 -5.18517  C90 1.528, C92 1.530, H100 1.095, H101 1.094
92 C 1.90127 -9.18784 -5.19069  C91 1.530, C93 1.528, H102 1.095, H103 1.093
93 C 3.09720 -10.08667 -4.88171  C92 1.528, C94 1.526, H104 1.094, H105 1.093
94 C 4.22491 -9.96728 -5.90295  C93 1.526, H106 1.092, H107 1.092, H108 1.091
95 H 1.62447 -8.36018 -2.47950  C89 1.094
96 H 2.28669 -6.87900 -1.79185  C89 1.091
97 H 0.90310 -6.79451 -2.87371  C89 1.085
98 H 3.73870 -7.63528 -3.65895  C90 1.095
99 H 3.00002 -6.08794 -4.00745  C90 1.092
100 H 2.89134 -7.45141 -6.00193  C91 1.095
101 H 1.27666 -7.14917 -5.40984  C91 1.094
102 H 1.50006 -9.45720 -6.17383  C92 1.095
103 H 1.10397 -9.40206 -4.47400  C92 1.093
104 H 2.75311 -11.12482 -4.85936  C93 1.094
105 H 3.48379 -9.87122 -3.88232  C93 1.093
106 H 3.87027 -10.22031 -6.90459  C94 1.092
107 H 5.04194 -10.64745 -5.65493  C94 1.092
108 H 4.63697 -8.95788 -5.93193  C94 1.091
109 C 1.52726 7.80270 1.10465  C110 1.526, H115 1.091, H116 1.092, H117 1.092
110 C 1.63514 7.04080 -0.21364  C109 1.526, C111 1.527, H118 1.093, H119 1.094
111 C 0.51862 6.02040 -0.42409  C110 1.527, C112 1.526, H120 1.094, H121 1.096
112 C 0.45687 4.89438 0.60432  C111 1.526, C113 1.523, H122 1.095, H123 1.096
113 C 1.72785 4.06125 0.71140  C112 1.523, C114 1.524, H124 1.095, H125 1.096
114 C 2.05703 3.33217 -0.58608  C113 1.524, H126 1.092, H127 1.091, H128 1.091
115 H 1.60217 7.13530 1.96463  C109 1.091
116 H 2.33265 8.53522 1.18667  C109 1.092
117 H 0.57875 8.34028 1.17111  C109 1.092
118 H 2.61083 6.55069 -0.27097  C110 1.093
119 H 1.60445 7.75936 -1.03740  C110 1.094
120 H 0.61845 5.59149 -1.42499  C111 1.094
121 H -0.44339 6.54498 -0.41771  C111 1.096
122 H -0.37467 4.23100 0.34429  C112 1.095
123 H 0.21013 5.31006 1.58743  C112 1.096
124 H 1.59399 3.31952 1.50515  C113 1.095
125 H 2.57446 4.68556 1.01747  C113 1.096
126 H 1.23841 2.67221 -0.87973  C114 1.092
127 H 2.95038 2.71822 -0.46538  C114 1.091
128 H 2.24707 4.02449 -1.40773  C114 1.091
129 C 2.77252 5.53271 4.67207  C130 1.526, H135 1.091, H136 1.092, H137 1.092
130 C 3.74869 4.49186 5.21256  C129 1.526, C131 1.528, H138 1.094, H139 1.093
131 C 3.48658 3.08836 4.66957  C130 1.528, C132 1.526, H140 1.094, H141 1.095
132 C 2.12432 2.49601 5.01921  C131 1.526, C133 1.528, H142 1.095, H143 1.094
133 C 1.82110 2.39508 6.51314  C132 1.528, C134 1.526, H144 1.094, H145 1.094
134 C 2.78630 1.48415 7.26639  C133 1.526, H146 1.092, H147 1.091, H148 1.091
135 H 1.74345 5.31396 4.96069  C129 1.091
136 H 3.02108 6.52263 5.05928  C129 1.092
137 H 2.82309 5.57709 3.58196  C129 1.092
138 H 3.71949 4.49227 6.30611  C130 1.094
139 H 4.76459 4.78528 4.93474  C130 1.093
140 H 4.28037 2.42335 5.02224  C131 1.094
141 H 3.57430 3.10418 3.57854  C131 1.095
142 H 2.06471 1.49736 4.57470  C132 1.095
143 H 1.33458 3.08153 4.53917  C132 1.094
144 H 0.80599 2.00569 6.63381  C133 1.094
145 H 1.82328 3.38938 6.96921  C133 1.094
146 H 2.76701 0.47337 6.85381  C134 1.092
147 H 2.51164 1.42122 8.32085  C134 1.091
148 H 3.81187 1.85331 7.21697  C134 1.091

Calculated values
Energy (eV): -128971.20632
Net charge: -1
2S+1: 1
M (g/mol): 800.17

These are the Löwdin partial charges, in e, on atoms 1 to 2:
1 C -0.07
2 C -0.38